{"formula": "C5H10O2", "method": "the ωB97M-V functional and the def2-TZVPD basis", "species": ["C", "C", "C", "O", "C", "H", "H", "H", "H", "H", "H", "H", "H", "C", "O", "H", "H"], "xyz": [[-0.274, -1.879, 0.141], [-0.860, -0.691, 0.184], [-1.684, 0.162, -0.750], [-1.734, 1.213, 0.231], [-0.975, 0.434, 1.181], [0.279, -2.264, 0.995], [-0.339, -2.514, -0.739], [-2.683, -0.227, -0.989], [-1.189, 0.483, -1.676], [-0.029, 0.918, 1.457], [-1.558, 0.212, 2.084], [1.000, 2.494, -0.471], [0.259, 2.403, -0.468], [2.320, -0.183, 0.021], [2.365, 0.376, 1.088], [2.731, -1.202, -0.128], [1.873, 0.288, -0.875]], "forces_ev_per_a": [[-0.1, 0.1, 0.0], [0.1, -0.2, 0.0], [0.0, -0.2, -0.3], [-0.1, 0.1, 0.0], [0.2, -0.1, 0.3], [-0.1, 0.1, -0.1], [0.0, 0.1, 0.1], [0.1, 0.1, 0.0], [-0.1, 0.0, 0.1], [-0.2, -0.1, 0.0], [0.1, 0.0, -0.1], [-0.1, 0.0, 0.0], [0.1, 0.0, 0.0], [0.0, 0.1, 0.3], [0.0, -0.2, -0.5], [0.0, 0.1, 0.1], [0.0, 0.0, 0.1]], "molar_mass_g_mol": 102.13, "e_above_lowest_kj_mol": 449.9, "homo_ev": -9.5}